Entry 1:
{"formula": "C6H13F3NbO", "method": "ωB97M-V/def2-TZVPD", "species": ["O", "C", "C", "Nb", "C", "C", "C", "F", "C", "F", "F", "H", "H", "H", "H", "H", "H", "H", "H", "H", "H", "H", "H", "H"], "coordinates": [[1.1054, 2.5696, 0.6219], [1.5766, 1.6984, -0.4404], [2.4564, 0.4975, 0.1372], [1.4900, -1.5672, -0.0657], [-0.6004, -0.7881, 0.5674], [-1.5222, -0.6036, -0.7311], [-2.8993, 0.1175, -0.4572], [-3.9154, -0.0228, -1.4505], [-3.2483, 0.8674, 0.6646], [-2.4380, 1.7606, 1.3442], [-4.5798, 0.7399, 1.1301], [0.8356, 1.9525, 1.3340], [0.6892, 1.3741, -1.0721], [2.2631, 2.3249, -1.1021], [2.7597, 0.6498, 1.2348], [3.4549, 0.4515, -0.4288], [1.0352, -1.3174, -1.8157], [3.0934, -2.1938, -0.6398], [1.9107, -1.9659, 1.6749], [0.7786, -3.2440, -0.1827], [-0.4864, 0.1513, 1.1894], [-1.0593, -1.6635, 1.1494], [-0.9257, -0.1270, -1.5730], [-1.7738, -1.6618, -1.0887]], "atomic_forces_ev_per_a": [[-0.02, -1.05, -0.04], [0.97, -0.01, -0.08], [0.82, 0.18, -0.08], [-0.31, 2.40, 0.94], [-0.92, -0.53, -0.85], [-0.20, 0.38, 0.12], [0.35, 1.20, 0.74], [1.33, -0.57, 2.06], [-0.56, -1.24, -1.59], [-1.87, -2.34, -0.62], [2.58, 1.52, -0.68], [0.15, 0.63, -0.54], [1.00, 0.19, 0.73], [-1.08, -0.60, 0.78], [-0.52, 0.16, -1.44], [-1.31, 0.11, 0.75], [-0.09, -0.49, -0.53], [0.18, -0.32, -0.37], [0.02, -0.63, 0.24], [0.11, -0.45, 0.08], [-0.36, -1.07, -0.60], [0.62, 1.44, -0.34], [-1.04, -0.41, 0.93], [0.13, 1.49, 0.36]], "lowdin_charge": [-0.1424, -0.3590, -0.4314, 1.0976, -0.4274, -0.2649, -0.1341, -0.0225, -0.1903, 0.0649, 0.0225, 0.0588, 0.0747, 0.1044, 0.0334, 0.0186, -0.1524, -0.1971, -0.1745, -0.1993, 0.0190, 0.0354, 0.0545, 0.1114], "homo_lumo_gap_ev": 7.402, "lumo_energy_ha": 0.091, "charge": -1, "e_homo_ha": -0.1814}


Entry 2:
{"formula": "C6H13FeN2S", "method": "ωB97M-V/def2-TZVPD", "species": ["C", "Fe", "N", "H", "H", "H", "H", "H", "H", "H", "H", "S", "C", "N", "C", "C", "C", "C", "H", "H", "H", "H", "H"], "coordinates": [[-0.2064, -1.6506, 0.6111], [0.0560, 0.2462, 0.2862], [0.1790, 1.8489, -0.9691], [0.6626, -0.6774, -0.9589], [-0.6354, 1.9846, -1.5793], [1.3124, -0.6272, -0.2712], [0.3024, -2.3877, -0.0170], [-1.2825, -1.6968, 0.4418], [0.0511, -1.8381, 1.6488], [0.2709, 2.7135, -0.4263], [0.9953, 1.8460, -1.5901], [0.2347, 1.3613, 2.1681], [-1.3254, 0.8237, 2.6791], [-2.4747, 1.4893, 2.2631], [-3.7176, 1.1575, 2.7747], [-3.8422, 0.1362, 3.6919], [-2.7038, -0.5496, 4.1045], [-1.4539, -0.1982, 3.6228], [-2.4003, 2.2454, 1.5921], [-4.5936, 1.7023, 2.4322], [-4.8070, -0.1119, 4.0994], [-2.7855, -1.3423, 4.8421], [-0.5626, -0.7196, 3.9597]], "atomic_forces_ev_per_a": [[-1.51, -1.50, 0.45], [0.75, -0.84, -0.87], [-0.21, 1.61, -1.53], [1.15, 0.68, 0.34], [0.28, 0.06, 0.14], [0.82, 0.66, -1.47], [-0.14, -0.02, 0.10], [-0.60, -0.81, 0.31], [-0.24, -0.17, 0.43], [-0.14, -0.44, 0.05], [-0.30, -0.27, 0.29], [0.56, 1.43, 1.06], [0.29, -1.18, 1.54], [0.06, 0.46, -0.49], [-1.17, -0.64, 0.71], [0.27, 0.84, -0.71], [-0.88, -1.08, 1.14], [0.83, 1.27, -1.42], [0.24, -0.43, 0.33], [0.36, 0.06, -0.09], [-0.25, 0.03, -0.04], [-0.06, 0.03, -0.09], [-0.10, 0.24, -0.18]], "mulliken_spin": [-0.0068, 2.9459, 0.0345, -0.0196, 0.0007, 0.0397, -0.0125, 0.0260, -0.0156, -0.0103, -0.0066, 0.1055, 0.1492, 0.1950, 0.3105, -0.1498, 0.3897, -0.0230, -0.0176, 0.0325, -0.0097, 0.0471, -0.0047], "homo_lumo_gap_ev": [4.171, 5.245], "lumo_energy_ha": [0.121, 0.115], "charge": -1, "e_homo_ha": [-0.0324, -0.0779], "spin_multiplicity": 5, "s2": 6.0983}


| no. | E (eV) |
| --- | --- |
| 1 | -18174.229 |
| 2 | -54631.254 |